117
Properties=species:S:1:pos:R:3 method="wB97M-V/def2-TZVPD" e_above_lowest_ev=4.622 lumo_energy_ha=0.01999 largest_force_ev_per_a=3.22 charge=0 energy_ha=-2091.73263 homo_ev=-9.3 multiplicity=1
C 23.70 19.76 7.97
C 23.47 18.62 7.02
C 24.12 17.45 7.90
O 23.43 17.74 9.14
C 23.54 19.17 9.32
H 22.93 20.48 7.72
H 24.66 20.26 7.82
H 23.92 18.83 6.04
H 22.41 18.40 6.94
H 25.18 17.37 8.15
H 23.88 16.44 7.57
H 24.38 19.27 10.01
H 22.64 19.35 9.91
C 24.84 21.59 4.34
C 25.28 20.21 3.73
C 25.39 20.39 2.23
O 24.36 21.35 2.04
C 24.39 22.30 3.04
H 25.71 22.01 4.85
H 24.03 21.45 5.06
H 24.58 19.39 3.89
H 26.24 19.95 4.19
H 25.19 19.49 1.65
H 26.31 20.88 1.88
H 23.39 22.68 3.22
H 25.01 23.14 2.71
C 23.64 30.06 9.45
C 23.59 28.90 8.50
C 22.40 28.06 9.03
O 21.80 28.84 10.04
C 22.74 29.67 10.63
H 23.16 30.97 9.08
H 24.67 30.23 9.75
H 24.52 28.34 8.46
H 23.39 29.25 7.49
H 22.81 27.10 9.34
H 21.53 27.94 8.38
H 23.26 29.05 11.35
H 22.26 30.52 11.12
C 20.29 20.40 11.47
C 21.24 21.48 11.81
C 20.45 22.26 12.81
O 19.68 21.25 13.43
C 19.67 20.05 12.74
H 20.83 19.46 11.32
H 19.48 20.76 10.83
H 21.43 22.20 11.02
H 22.17 21.17 12.29
H 19.77 22.94 12.31
H 21.01 22.85 13.54
H 18.64 19.72 12.63
H 20.33 19.33 13.22
C 24.37 26.53 4.15
C 25.29 27.73 3.90
C 24.42 28.64 3.19
O 23.39 27.87 2.58
C 23.33 26.54 3.12
H 23.82 26.78 5.06
H 24.88 25.57 4.28
H 26.16 27.50 3.29
H 25.46 28.26 4.84
H 24.92 29.21 2.40
H 23.85 29.34 3.80
H 23.69 25.76 2.43
H 22.36 26.50 3.60
C 19.89 30.88 6.70
C 20.67 29.78 5.92
C 19.54 29.30 4.99
O 18.37 29.37 5.89
C 18.56 30.26 7.02
H 19.86 31.77 6.08
H 20.39 31.29 7.58
H 21.09 29.04 6.60
H 21.51 30.15 5.33
H 19.76 28.32 4.58
H 19.37 30.00 4.17
H 18.62 29.56 7.85
H 17.78 31.01 7.06
C 19.80 20.94 3.60
C 21.15 20.30 3.96
C 21.54 19.64 2.65
O 21.11 20.53 1.70
C 20.32 21.58 2.33
H 19.54 21.68 4.37
H 18.96 20.25 3.55
H 21.15 19.52 4.72
H 21.94 21.01 4.21
H 20.96 18.74 2.45
H 22.61 19.46 2.79
H 19.49 21.80 1.65
H 20.92 22.48 2.45
C 18.78 25.80 0.56
C 18.13 24.54 0.96
C 18.09 24.68 2.43
O 19.45 25.19 2.72
C 19.97 25.96 1.55
H 18.10 26.64 0.64
H 19.09 25.97 -0.48
H 18.65 23.65 0.61
H 17.09 24.45 0.64
H 17.79 23.74 2.89
H 17.45 25.50 2.77
H 20.82 25.41 1.14
H 20.23 27.00 1.77
C 20.89 24.30 5.84
C 21.88 23.35 6.59
C 21.77 23.86 8.04
O 21.10 25.11 8.01
C 20.93 25.59 6.73
H 19.84 23.98 5.86
H 21.15 24.46 4.80
H 22.84 23.61 6.14
H 21.78 22.27 6.55
H 22.74 24.04 8.51
H 21.21 23.19 8.70
H 21.75 26.28 6.50
H 20.06 26.24 6.79